Record 1
DFT (ωB97M-V/def2-TZVPD) results for 2 unconnected molecules or ions with the total composition C2H5OP in a non-equilibrium geometry.

As for the expectation value of S²: 2.0088. The highest occupied orbital energy (alpha / beta) comes out at -9.44 / -9.77 eV. The calculation puts the LUMO energy (alpha / beta) at 0.04148 / -0.04847 Ha. As for the largest force on an atom: 3.4 eV/Å. The calculation puts the energy above the lowest of the compared OMol25 structures with the same formula, charge and spin at 51.69 kcal per mole. The gap between HOMO and LUMO (alpha / beta) is 10.572 / 8.451 eV.

Geometry as ORCA input:
```
! wB97M-V def2-TZVPD RIJCOSX def2/J DEFGRID3
* xyz 0 3
C -0.35 -0.68 0.34
C -0.78 0.73 0.01
O 1.92 -0.89 -2.32
P 1.08 0.45 -0.16
H -0.09 -1.00 1.33
H -0.73 -1.28 -0.43
H -1.39 0.94 -0.82
H -1.04 1.31 0.88
H 1.39 0.42 1.17
*
```

Löwdin population analysis, charges in e, atoms 1 to 4: -0.380 -0.386 -0.189 0.874


Record 2
DFT (ωB97M-V/def2-TZVPD) results for C4H11BS in the gas phase in a non-equilibrium geometry.

The highest occupied orbital energy comes out at -9.70 eV. As for the SMILES: BSCCCC. The calculation puts the LUMO energy at 0.02914 Ha. As for the largest force on an atom: 3.3 eV/Å. The calculation puts the energy above the lowest of the compared OMol25 structures with the same formula, charge and spin at 39.92 kcal per mole. The gap between HOMO and LUMO is 10.496 eV.

Geometry as ORCA input:
```
! wB97M-V def2-TZVPD RIJCOSX def2/J DEFGRID3
* xyz 0 1
B 3.50 0.22 -0.58
S 2.06 -0.63 -0.37
C 0.61 0.73 0.36
C -0.61 0.82 -0.48
C -1.41 -0.52 -0.44
C -2.09 -0.91 0.87
H 3.52 1.32 -0.52
H 4.53 -0.30 -0.68
H 1.20 1.64 0.36
H 0.26 0.12 1.26
H -1.23 1.68 0.05
H -0.52 1.14 -1.56
H -2.31 -0.49 -1.06
H -0.62 -1.22 -0.61
H -1.38 -1.49 1.44
H -2.70 -1.83 0.52
H -2.82 -0.27 1.43
*
```

Löwdin population analysis, charges in e, atoms 1 to 4: -0.560 0.841 -0.296 -0.308


Record 3
DFT (ωB97M-V/def2-TZVPD) results for 2 unconnected molecules or ions with the total composition C3H11N3 in a non-equilibrium geometry.

The highest occupied orbital energy comes out at -8.45 eV. The calculation puts the LUMO energy at 0.01402 Ha. As for the largest force on an atom: 3.2 eV/Å. The calculation puts the energy above the lowest of the compared OMol25 structures with the same formula, charge and spin at 99.32 kcal per mole. The gap between HOMO and LUMO is 8.836 eV.

Geometry as ORCA input:
```
! wB97M-V def2-TZVPD RIJCOSX def2/J DEFGRID3
* xyz 0 1
C -0.69 -0.59 0.44
C 2.00 1.59 -1.03
C -1.97 -1.37 0.15
N 0.42 -1.05 -0.24
N 0.82 0.76 -0.88
N -0.53 -0.30 1.86
H 1.22 -1.17 0.38
H 0.53 0.45 -1.82
H -0.71 0.47 -0.13
H -1.38 0.07 2.25
H 0.20 0.39 1.99
H 2.83 1.04 -1.50
H 1.79 2.46 -1.65
H 2.33 1.93 -0.04
H -1.97 -2.31 0.70
H -2.85 -0.79 0.44
H -2.03 -1.59 -0.92
*
```

Löwdin population analysis, charges in e, atoms 1 to 4: -0.639 -0.175 -0.066 0.106


Record 4
DFT (ωB97M-V/def2-TZVPD) results for C11H10 in the gas phase in a non-equilibrium geometry.

As for the expectation value of S²: 2.0288. The highest occupied orbital energy (alpha / beta) comes out at -4.77 / -8.60 eV. The calculation puts the LUMO energy (alpha / beta) at 0.03657 / -0.05065 Ha. As for the largest force on an atom: 7.1 eV/Å. The calculation puts the energy above the lowest of the compared OMol25 structures with the same formula, charge and spin at 74.64 kcal per mole. The gap between HOMO and LUMO (alpha / beta) is 5.768 / 7.227 eV.

Geometry as ORCA input:
```
! wB97M-V def2-TZVPD RIJCOSX def2/J DEFGRID3
* xyz 0 3
C -0.74 1.83 2.35
C 0.22 -0.81 -1.89
C 1.36 -0.32 -1.53
C -0.45 1.56 0.97
C -0.31 0.62 2.07
C -0.25 1.27 -0.33
C 0.00 -0.71 1.96
C 0.28 -0.17 -0.53
C 0.24 -1.14 0.68
C -0.50 2.15 -1.47
C 0.43 -2.59 0.43
H -1.18 2.54 3.11
H -0.49 -1.27 -2.49
H 2.30 -0.10 -1.87
H -0.22 -1.29 2.77
H 0.10 3.11 -1.56
H -1.54 2.68 -1.56
H -0.25 1.49 -2.41
H 0.67 -3.10 1.37
H 0.93 -2.79 -0.37
H -0.63 -2.99 0.31
*
```

Löwdin population analysis, charges in e, atoms 1 to 4: 0.081 0.044 0.046 -0.034